Formula: H10O5
Source: the OMol25 dataset
Level of theory: wB97M-V/def2-TZVPD

```
15
Properties=species:S:1:pos:R:3:lowdin_charge:R:1
O -2.4222 0.7168 2.4156 -0.06
O 0.6096 0.1956 2.7392 -0.04
H -1.5166 0.3842 2.4742 -0.01
H -0.1619 0.2625 0.1387 0.02
H 2.6931 -1.4738 -1.4025 0.06
H -0.3472 1.5267 -3.6479 0.03
H 1.0200 1.0535 2.5719 0.06
H 1.6176 -2.5118 -1.7280 0.06
H 0.4367 -0.2236 -1.1973 0.01
O -0.9319 0.7752 -3.5130 -0.08
H 1.3124 -0.4494 2.5960 0.05
H -2.8114 0.5189 3.2735 0.03
O -0.3317 0.2407 -0.8088 -0.07
H -0.9081 0.6126 -2.5488 -0.01
O 1.7418 -1.6279 -1.3627 -0.04
```

Its relative energy (zero: lowest compared OMol25 entry of this formula, charge and spin) is 91.2 kJ/mol. The calculation puts the orbital gap at 10.669 eV. Its SMILES is O.O.O.O.O. Its spin multiplicity is 1.



Formula: H10O5
Source: the OMol25 dataset
Level of theory: wB97M-V/def2-TZVPD

```
15
Properties=species:S:1:pos:R:3:lowdin_charge:R:1
H 0.7106 0.1405 0.2911 -0.02
H 2.3926 -2.1445 -0.7779 0.06
H 0.9056 2.0715 -0.8039 -0.14
H -0.7114 -0.1885 -0.2309 0.04
H -1.6684 -1.3775 2.7461 -0.05
O 0.0716 -0.5315 0.2901 -0.08
O -1.9094 0.8845 -0.7059 -0.03
O 1.4666 1.6815 -0.4089 0.08
H -0.7964 -0.6705 2.1361 -0.03
H 2.3826 1.8295 -0.8049 0.13
H 1.1076 -1.7255 -0.6219 -0.03
H -1.5074 1.7595 -0.7439 0.06
O -1.6004 -0.5375 2.5461 0.03
H -2.4624 0.7875 -1.5109 0.09
O 1.6186 -1.9795 -1.3999 -0.11
```

Its relative energy (zero: lowest compared OMol25 entry of this formula, charge and spin) is 301.9 kJ/mol. The calculation puts the orbital gap at 10.610 eV. Its SMILES is O.O.O.O.O. Its spin multiplicity is 1.



Formula: H10O5
Source: the OMol25 dataset
Level of theory: wB97M-V/def2-TZVPD

```
15
Properties=species:S:1:pos:R:3:lowdin_charge:R:1
H 2.0260 1.2647 -1.7566 -0.02
H 0.1465 -0.6939 2.4025 0.04
O 2.1567 1.3104 -2.7294 -0.09
O 1.9916 1.7402 -0.0417 -0.05
H -0.5312 -0.2482 1.1332 0.04
H -0.9485 0.0838 -2.3430 0.03
O 0.2301 -0.0438 1.7101 -0.04
H -2.7454 -2.6874 1.5765 0.03
H 2.8842 1.9249 -2.7733 0.02
O -3.1421 -3.4011 2.1002 -0.07
H 2.6005 2.1461 0.6018 0.07
H -4.0602 -3.1012 2.1417 0.04
H 1.6547 1.0360 0.5222 0.02
H -0.9008 0.6930 -1.0537 0.02
O -1.3620 -0.0236 -1.4904 -0.04
```

Its relative energy (zero: lowest compared OMol25 entry of this formula, charge and spin) is 108.2 kJ/mol. The calculation puts the orbital gap at 11.062 eV. Its SMILES is O.O.O.O.O. Its spin multiplicity is 1.



Formula: H10O5
Source: the OMol25 dataset
Level of theory: wB97M-V/def2-TZVPD

```
15
Properties=species:S:1:pos:R:3:lowdin_charge:R:1
O 0.3745 0.4455 -0.4064 -0.09
O 1.1325 -2.0676 -1.6812 -0.02
O -2.0457 1.6209 -0.8266 -0.04
O 2.3247 0.5987 1.7078 0.02
H 1.0680 -2.1143 -2.6756 0.09
H 1.7671 0.4129 0.9818 -0.03
H -2.7882 1.0427 -0.4778 0.10
H -1.6952 2.2555 -0.2619 0.02
H -0.4305 0.6809 -0.8546 -0.01
H 2.0143 -2.2068 -1.5328 0.00
O -1.4666 -0.0070 1.9125 -0.10
H -1.9270 -0.8869 1.6523 0.09
H -0.7658 0.0827 1.2516 -0.02
H 1.7445 0.3478 2.3167 -0.05
H 0.6934 -0.2049 -1.1058 0.06
```

Its relative energy (zero: lowest compared OMol25 entry of this formula, charge and spin) is 152.1 kJ/mol. The calculation puts the orbital gap at 11.250 eV. Its SMILES is O.O.O.O.O. Its spin multiplicity is 1.